ORCA calculation (the ωB97M-V functional and the def2-TZVPD basis) on a molecular structure, CH7N4OP at a distorted geometry.

Geometry as XYZ:
```
14
Properties=species:S:1:pos:R:3:forces:R:3
P 2.80975 0.34160 0.15700 -0.601 0.383 -0.247
O 2.72078 -1.04869 0.48119 0.083 -0.371 0.033
N -1.34944 -0.23335 0.79149 1.899 -1.491 2.720
N -0.56393 -1.13684 0.20279 -1.878 2.557 -2.368
N 0.64329 0.57131 -0.53649 2.340 2.462 2.488
N -0.18087 1.40291 0.01876 -1.190 1.733 0.247
C 0.07108 -0.56212 -1.03575 -0.490 -1.497 -2.356
H 0.05633 2.09864 0.72852 1.520 -0.616 0.373
H -0.04121 -1.75957 0.76057 0.830 -0.614 1.104
H -0.59786 -0.32861 -1.88661 -0.536 -0.561 0.722
H 0.87930 -1.17291 -1.46320 -0.553 -0.426 0.485
H -0.92949 1.96516 -0.43236 -0.086 -1.398 -1.076
H -1.37065 -0.32148 1.83862 -0.247 0.269 -1.236
H -2.14709 0.18396 0.37546 -1.092 -0.431 -0.892
```
Forces are in eV/Å.

As for the gap between HOMO and LUMO (alpha / beta): 8.416 / 8.416 eV. The calculation puts the HOMO energy (alpha / beta) at -19.11 / -19.11 eV. For the molecular weight, the calculation gives 122.1 g/mol. The calculated total energy comes out at -677.0984 hartree. As for the net charge: +2.

These are the Löwdin partial charges, in e, on atoms 1 to 4:
1. P 1.227
2. O -0.382
3. N 0.165
4. N 0.098

---

ORCA calculation (the ωB97M-V functional and the def2-TZVPD basis) on CH7N5O in the gas phase at a distorted geometry.

Geometry as XYZ:
```
14
Properties=species:S:1:pos:R:3:forces:R:3
O -1.66666 0.76197 1.42411 0.052 0.192 -1.421
N -0.85278 1.18556 0.15073 -0.327 -0.444 1.844
N 0.57776 -1.89538 0.52270 0.443 -7.538 1.741
N 0.74687 -0.12418 -1.08031 1.676 -0.617 -2.933
N 1.10426 1.03067 -1.82894 3.458 1.032 4.665
N -0.16122 -0.85318 0.96509 0.577 2.712 -3.130
C 0.04286 0.09814 0.00294 -3.304 -0.363 4.310
H -0.49529 2.23013 0.19453 -0.910 -3.164 0.439
H 0.65792 -2.57420 1.47292 -0.131 1.941 -3.648
H 2.14435 1.21532 -1.51067 -2.612 0.058 -0.893
H -1.64456 -0.37742 1.46723 1.149 4.074 -1.026
H 1.17912 0.95992 -2.78215 -0.480 -1.169 -2.762
H 1.33580 -1.00506 -1.13578 -1.005 1.648 0.564
H -0.00538 -2.53770 -0.22142 1.415 1.638 2.248
```
Forces are in eV/Å.

As for the gap between HOMO and LUMO: 8.569 eV. The calculation puts the HOMO energy at -7.89 eV. For the molecular weight, the calculation gives 105.1 g/mol. The calculated total energy comes out at -391.0902 hartree. As for the net charge: 0. As for the SMILES: N/N=C(\NN)NO.

These are the Löwdin partial charges, in e, on atoms 1 to 4:
1. O -0.213
2. N 0.030
3. N -0.153
4. N -0.050

---

ORCA calculation (the ωB97M-V functional and the def2-TZVPD basis) on a gas-phase ion, CH7N6 (charge +1) at a distorted geometry.

Geometry as XYZ:
```
14
Properties=species:S:1:pos:R:3:forces:R:3
N 0.50475 0.52576 -0.18294 0.534 -0.181 -0.234
N -1.58003 -0.39033 0.40682 2.929 -2.637 0.335
N 2.00920 -1.08868 -0.76348 2.350 -1.822 -2.221
N -0.88941 0.75628 -0.06901 -0.931 -0.877 -0.008
N 3.00240 -1.74492 -0.55307 0.880 -0.808 0.621
N -1.13333 1.90355 0.66490 0.840 1.736 2.104
C 0.85348 -0.73605 -0.30680 -0.039 2.508 -0.042
H -0.28495 1.97408 1.27761 -1.231 0.557 -0.665
H -1.39951 0.83284 -0.92901 0.440 0.624 -1.478
H -1.05790 -0.85021 1.17628 -0.247 0.746 -0.513
H -1.39803 2.80987 0.19408 0.765 -1.794 0.033
H -2.43858 -0.17439 0.75783 -3.028 1.293 0.960
H 3.56888 -2.23865 -1.37075 -1.805 1.954 0.878
H 0.24302 -1.57914 -0.30247 -1.456 -1.298 0.229
```
Forces are in eV/Å.

As for the gap between HOMO and LUMO: 8.730 eV. The calculation puts the HOMO energy at -13.37 eV. For the molecular weight, the calculation gives 103.1 g/mol. The calculated total energy comes out at -370.3631 hartree. As for the net charge: +1. As for the SMILES: [H]/N=N/C=N/[NH+](N)N.

These are the Löwdin partial charges, in e, on atoms 1 to 4:
1. N 0.088
2. N 0.113
3. N 0.024
4. N -0.290

---

ORCA calculation (the ωB97M-V functional and the def2-TZVPD basis) on 3 unconnected molecules or ions with the total composition CH7NO2 at a distorted geometry.

Geometry as XYZ:
```
11
Properties=species:S:1:pos:R:3:forces:R:3
O 2.13263 0.86592 0.57185 -1.292 -0.859 -0.271
O -2.69361 0.34614 0.03724 -0.035 -1.050 1.375
N 0.82086 -0.72968 -0.88726 -4.626 0.646 2.933
C -0.31926 -0.26658 -0.01937 5.079 -1.344 -0.576
H -0.47938 -0.82520 0.90572 -0.873 -1.628 -0.481
H -0.15361 0.64832 0.49771 0.706 1.521 -1.013
H 2.98160 1.23055 0.79129 0.884 0.111 0.056
H 0.90992 -1.73412 -0.94258 -0.447 -0.306 -0.146
H -3.46972 0.92996 -0.07746 0.854 0.211 -1.093
H 1.61493 -0.29569 -0.41860 2.245 2.125 0.171
H -1.34437 -0.16962 -0.45854 -2.495 0.573 -0.957
```
Forces are in eV/Å.

As for the gap between HOMO and LUMO: 4.423 eV. The calculation puts the HOMO energy at -9.37 eV. For the molecular weight, the calculation gives 65.1 g/mol. The calculated total energy comes out at -247.2005 hartree. As for the net charge: 0.

These are the Löwdin partial charges, in e, on atoms 1 to 4:
1. O -0.201
2. O -0.181
3. N 0.146
4. C -0.083